[1]
{"formula": "C21H32N2O5", "method": "wB97M-V/def2-TZVPD", "relative_energy_kcal_mol": 62.1, "smiles": "COc1cc(C(=O)NCCC(=O)NC2CCCCCCC2)cc(OC)c1OC", "gap_ev": 8.59, "max_force_ha_per_bohr": 0.015, "total_energy_ev": -35513.955, "elements": ["C", "O", "C", "C", "C", "C", "O", "N", "C", "C", "C", "O", "N", "C", "C", "C", "C", "C", "C", "C", "C", "C", "C", "O", "C", "C", "O", "C", "H", "H", "H", "H", "H", "H", "H", "H", "H", "H", "H", "H", "H", "H", "H", "H", "H", "H", "H", "H", "H", "H", "H", "H", "H", "H", "H", "H", "H", "H", "H", "H"], "positions_angstrom": [[3.168009, -0.806377, 5.358013], [2.571270, -1.867614, 4.657794], [1.684545, -1.579378, 3.645701], [1.380758, -0.276508, 3.266852], [0.479676, -0.023622, 2.242882], [0.113655, 1.352450, 1.828198], [-0.990062, 1.635820, 1.395707], [1.084323, 2.293249, 2.006976], [0.930674, 3.605565, 1.426289], [1.611882, 3.699168, 0.050548], [1.164277, 2.511499, -0.794884], [1.780800, 1.464044, -0.802918], [0.039332, 2.720100, -1.501203], [-0.634206, 1.658521, -2.232479], [-2.044997, 1.514890, -1.654018], [-2.940663, 0.472946, -2.328625], [-2.235183, -0.857251, -2.621712], [-2.104226, -1.176680, -4.114297], [-1.659556, -0.032709, -5.030737], [-0.379017, 0.705041, -4.627372], [-0.577529, 1.941794, -3.741334], [-0.133693, -1.081429, 1.582533], [0.165296, -2.384239, 1.935419], [-0.370837, -3.489032, 1.350387], [-1.261924, -3.302343, 0.278205], [1.078142, -2.654635, 2.979095], [1.264480, -3.983373, 3.201963], [1.964440, -4.452199, 4.330262], [3.803639, -1.277535, 6.106804], [2.423322, -0.180670, 5.860928], [3.786786, -0.184503, 4.702612], [1.822417, 0.551232, 3.796458], [2.031346, 1.959907, 2.101705], [-0.145164, 3.772871, 1.328261], [1.351920, 4.352495, 2.106215], [2.694441, 3.635038, 0.173766], [1.360680, 4.646272, -0.426469], [-0.469249, 3.581062, -1.376660], [-0.034727, 0.768911, -2.018243], [-1.937294, 1.278397, -0.593473], [-2.543766, 2.487169, -1.718366], [-3.339630, 0.882586, -3.255613], [-3.795250, 0.303334, -1.670876], [-2.786438, -1.679565, -2.159702], [-1.246091, -0.852450, -2.167595], [-1.398084, -2.003929, -4.220831], [-3.071137, -1.528862, -4.484492], [-2.466163, 0.694239, -5.141885], [-1.504877, -0.473109, -6.019485], [0.310718, 0.014662, -4.139886], [0.104937, 1.044381, -5.546595], [-1.471588, 2.483980, -4.056000], [0.278389, 2.601780, -3.905371], [-0.836067, -0.851133, 0.799347], [-0.780449, -2.786225, -0.558005], [-2.152108, -2.743438, 0.584430], [-1.554497, -4.303075, -0.036017], [1.535758, -4.072018, 5.260232], [3.024461, -4.193206, 4.290080], [1.854101, -5.536292, 4.297478]], "forces_ev_per_a": [[0.1, 0.2, 0.1], [-0.3, -0.2, -0.4], [0.1, -0.2, 0.0], [-0.1, 0.1, -0.1], [0.0, -0.5, 0.1], [0.1, 0.1, 0.3], [-0.1, -0.1, -0.1], [0.2, 0.1, 0.1], [-0.1, 0.2, 0.0], [-0.1, -0.3, 0.2], [0.2, 0.7, 0.0], [0.3, -0.4, 0.1], [-0.4, 0.1, -0.2], [-0.1, 0.1, -0.1], [0.1, -0.2, 0.0], [0.1, 0.0, 0.1], [-0.2, 0.0, -0.1], [0.0, 0.1, 0.0], [0.1, -0.2, 0.0], [-0.3, 0.2, -0.2], [0.3, -0.3, 0.1], [0.0, 0.1, 0.0], [0.1, -0.1, 0.2], [0.3, 0.1, 0.3], [-0.1, 0.0, -0.2], [-0.1, -0.2, -0.1], [-0.1, 0.5, -0.3], [0.2, -0.3, 0.4], [0.0, 0.1, 0.0], [0.0, 0.0, 0.0], [0.0, 0.0, 0.0], [0.1, 0.1, 0.1], [-0.1, -0.1, 0.0], [0.2, 0.1, 0.1], [-0.1, 0.0, -0.1], [0.0, 0.0, -0.1], [0.0, 0.1, 0.0], [0.1, 0.0, 0.1], [-0.1, 0.1, 0.0], [0.0, 0.1, -0.1], [0.0, 0.1, 0.1], [-0.1, 0.0, -0.1], [0.0, 0.0, -0.1], [0.1, 0.0, 0.1], [0.1, -0.1, 0.1], [0.0, -0.1, -0.1], [0.0, -0.1, 0.0], [0.0, 0.0, -0.1], [-0.1, 0.0, 0.0], [0.1, 0.0, 0.0], [0.1, -0.1, 0.0], [-0.1, 0.1, -0.1], [-0.1, 0.0, 0.0], [-0.1, 0.0, -0.1], [0.0, 0.0, 0.0], [0.0, 0.0, 0.0], [0.0, 0.1, 0.0], [0.0, 0.0, -0.1], [-0.1, -0.1, 0.0], [0.0, 0.1, 0.0]], "lowdin_charge": [-0.082, -0.114, -0.172, 0.026, -0.128, -0.441, 0.059, 0.066, -0.170, -0.080, -0.507, 0.062, 0.099, -0.311, -0.144, -0.177, -0.198, -0.205, -0.214, -0.186, -0.134, 0.052, -0.179, -0.058, -0.079, -0.115, -0.045, -0.068, 0.096, 0.098, 0.097, 0.103, 0.140, 0.120, 0.118, 0.118, 0.113, 0.149, 0.130, 0.092, 0.119, 0.097, 0.109, 0.103, 0.090, 0.109, 0.109, 0.098, 0.105, 0.117, 0.105, 0.116, 0.113, 0.110, 0.088, 0.099, 0.097, 0.098, 0.093, 0.095]}



[2]
{"formula": "C2H4O3", "method": "wB97M-V/def2-TZVPD", "relative_energy_kcal_mol": 46.4, "smiles": "O=C(O)CO", "gap_ev": 10.92, "max_force_ha_per_bohr": 0.114, "total_energy_ev": -8279.548, "elements": ["O", "C", "O", "C", "O", "H", "H", "H", "H"], "positions_angstrom": [[0.208975, 1.462657, -1.673223], [-0.110135, 0.469675, -1.104359], [-0.425987, -0.706106, -1.769012], [0.267271, 0.270259, 0.522245], [-0.385283, -0.968052, 1.033111], [-0.779984, -1.109765, -0.824138], [1.452462, 0.370994, 0.785572], [0.050617, 1.312309, 0.984737], [-0.277935, -1.101970, 2.045066]], "forces_ev_per_a": [[-0.6, 0.3, 0.4], [2.9, -1.3, 0.4], [-1.7, 0.5, 5.6], [1.1, 1.6, 0.3], [1.0, 1.8, 1.4], [0.8, -0.4, -3.5], [-2.5, -1.2, -1.4], [-1.0, -2.0, -0.4], [-0.1, 0.7, -2.7]], "lowdin_charge": [0.112, -0.483, 0.054, -0.122, -0.139, 0.158, 0.156, 0.122, 0.143]}



[3]
{"formula": "C30H36BClF4N7O5Y", "method": "wB97M-V/def2-TZVPD", "relative_energy_kcal_mol": 4.5, "gap_ev": 8.59, "max_force_ha_per_bohr": 0.007, "total_energy_ev": -77484.820, "elements": ["Y", "C", "O", "C", "C", "C", "C", "C", "C", "N", "C", "N", "C", "C", "C", "C", "C", "C", "O", "C", "N", "C", "C", "C", "C", "C", "C", "O", "C", "H", "H", "H", "H", "H", "H", "H", "H", "H", "H", "H", "H", "H", "H", "H", "H", "H", "H", "H", "H", "H", "H", "Cl", "C", "C", "O", "O", "H", "H", "F", "B", "F", "F", "F", "C", "N", "C", "N", "C", "N", "C", "N", "C", "C", "H", "H", "H", "H", "H", "H", "H", "H", "H", "H", "H", "H"], "positions_angstrom": [[1.320845, 1.148674, -1.173946], [-1.961880, -2.914087, 3.400021], [-2.393953, -2.079896, 2.334772], [-3.414496, -1.227318, 2.581309], [-4.206505, -1.251733, 3.724514], [-5.238550, -0.334700, 3.872111], [-5.490242, 0.618156, 2.899721], [-4.685306, 0.659642, 1.770416], [-3.655845, -0.251144, 1.600522], [-2.835969, -0.201628, 0.441502], [-1.547803, 0.262129, 0.431803], [-1.059312, 0.533686, 1.648287], [0.217768, 0.938202, 2.092034], [1.269235, 1.214139, 1.237229], [2.453804, 1.654536, 1.858797], [2.587617, 1.766957, 3.233921], [1.515204, 1.439867, 4.058645], [0.329389, 1.033519, 3.486573], [-0.771696, 0.676156, 4.255241], [-1.425755, 1.786683, 4.863558], [-0.886782, 0.404113, -0.708359], [-1.693563, 0.206698, -1.875784], [-1.686115, -0.989301, -2.573301], [-2.418340, -1.140370, -3.743535], [-3.168420, -0.079160, -4.216846], [-3.203959, 1.126883, -3.526206], [-2.474226, 1.272408, -2.353822], [-2.454852, 2.401135, -1.594468], [-3.101649, 3.548661, -2.116439], [-1.090082, -3.442762, 3.025442], [-2.731499, -3.639493, 3.673208], [-1.683397, -2.314954, 4.269895], [-4.030593, -1.987347, 4.495185], [-5.850268, -0.372499, 4.763981], [-6.293386, 1.331105, 3.022331], [-4.836105, 1.410040, 1.004072], [-3.280622, -0.301008, -0.456539], [-1.680255, 0.334309, 2.419498], [3.314714, 1.925736, 1.251381], [3.519348, 2.102314, 3.671973], [1.595800, 1.496931, 5.137069], [-0.766540, 2.289621, 5.573616], [-2.293762, 1.391238, 5.387256], [-1.749493, 2.506045, 4.105654], [-1.085265, -1.804004, -2.191601], [-2.389947, -2.077014, -4.282572], [-3.735947, -0.179761, -5.132582], [-3.795659, 1.944990, -3.910406], [-2.905107, 4.350271, -1.409708], [-4.181076, 3.395221, -2.199217], [-2.694549, 3.816967, -3.094086], [0.259272, 2.937453, -3.204763], [1.168580, 2.143386, -4.566307], [1.443036, 0.649663, -4.329972], [1.928341, 0.054984, -5.270891], [1.167567, 0.175636, -3.169899], [2.104749, 2.689828, -4.645855], [0.560156, 2.288241, -5.451926], [3.497694, 3.936835, -2.685151], [3.511471, 3.189452, -1.547996], [2.247564, 3.322167, -0.837339], [4.559031, 3.403311, -0.712679], [3.456135, 1.757862, -1.912370], [3.520285, -1.052668, 0.339256], [4.125280, -2.366109, 0.478842], [3.056874, -3.363994, 0.524349], [2.233449, -3.340131, -0.687060], [1.651218, -2.015567, -0.822203], [2.684267, -0.942038, -0.893753], [3.575970, -1.267789, -2.058607], [4.174654, -2.584701, -1.927817], [4.956698, -2.633641, -0.695758], [3.106957, -3.578423, -1.842413], [4.300900, -0.291012, 0.289793], [2.887998, -0.851922, 1.202507], [2.421995, -3.165381, 1.390700], [3.499994, -4.355757, 0.630838], [1.001367, -1.811837, 0.034135], [1.066548, -1.971391, -1.742706], [4.358025, -0.510167, -2.101575], [2.981938, -1.222290, -2.969056], [5.752696, -1.888640, -0.746714], [5.406461, -3.623220, -0.594892], [3.548295, -4.572362, -1.750041], [2.509578, -3.538632, -2.754799]], "forces_ev_per_a": [[0.2, 0.3, 0.1], [0.0, 0.0, 0.0], [0.0, 0.0, 0.0], [-0.1, 0.0, 0.0], [0.0, 0.0, 0.0], [0.0, 0.0, 0.0], [0.0, 0.0, 0.0], [0.0, 0.0, 0.0], [0.0, -0.1, 0.0], [0.0, 0.1, 0.0], [0.0, 0.0, 0.0], [0.0, -0.1, 0.0], [0.0, 0.0, 0.0], [0.3, 0.1, -0.2], [-0.2, 0.0, 0.1], [0.0, 0.0, 0.0], [0.0, 0.0, 0.0], [0.0, 0.0, -0.1], [0.0, 0.0, 0.0], [0.0, 0.0, 0.0], [-0.2, -0.1, 0.2], [0.1, 0.1, -0.1], [0.0, 0.0, 0.0], [0.0, 0.0, 0.0], [0.0, 0.0, 0.0], [0.0, 0.0, 0.0], [0.0, 0.0, 0.0], [0.0, 0.0, 0.0], [0.0, 0.0, 0.0], [0.0, 0.0, 0.0], [0.0, 0.0, 0.0], [0.0, 0.0, 0.0], [0.0, 0.0, 0.0], [0.0, 0.0, 0.0], [0.0, 0.0, 0.0], [0.0, 0.0, 0.0], [0.0, 0.0, 0.0], [0.0, 0.0, 0.0], [0.0, 0.0, 0.0], [0.0, 0.0, 0.0], [0.0, 0.0, 0.0], [0.0, 0.0, 0.0], [0.0, 0.0, 0.0], [0.0, 0.0, 0.0], [0.0, 0.0, 0.0], [0.0, 0.0, 0.0], [0.0, 0.0, 0.0], [0.0, 0.0, 0.0], [0.0, 0.0, 0.0], [0.0, 0.0, 0.0], [0.0, 0.0, 0.0], [0.1, 0.0, -0.2], [-0.1, 0.1, 0.2], [0.0, 0.0, -0.2], [0.0, 0.0, 0.0], [-0.1, 0.0, 0.2], [0.0, 0.0, 0.0], [0.0, 0.0, 0.0], [0.0, 0.0, 0.0], [0.1, 0.0, 0.0], [-0.1, -0.1, 0.0], [0.0, 0.0, 0.0], [0.0, 0.0, 0.0], [0.0, 0.0, 0.0], [0.0, 0.0, 0.0], [0.0, 0.0, 0.0], [0.0, 0.0, 0.0], [0.0, 0.0, 0.0], [0.1, -0.2, 0.0], [0.0, 0.1, 0.0], [0.0, 0.0, 0.0], [0.0, 0.0, 0.0], [0.0, 0.0, 0.0], [0.0, 0.0, 0.0], [0.0, 0.0, 0.0], [0.0, 0.0, 0.0], [0.0, 0.0, 0.0], [0.0, 0.0, 0.0], [0.0, 0.0, 0.0], [0.0, 0.0, 0.0], [0.0, 0.0, 0.0], [0.0, 0.0, 0.0], [0.0, 0.0, 0.0], [0.0, 0.0, 0.0], [0.0, 0.0, 0.0]], "lowdin_charge": [1.523, -0.056, -0.069, -0.241, -0.010, -0.077, -0.084, -0.005, -0.177, 0.160, -0.328, 0.173, -0.194, -0.168, -0.153, -0.081, -0.019, -0.247, -0.136, -0.063, 0.026, -0.270, -0.026, -0.074, -0.077, -0.017, -0.283, -0.116, -0.084, 0.094, 0.095, 0.099, 0.107, 0.107, 0.103, 0.119, 0.145, 0.117, 0.086, 0.102, 0.117, 0.087, 0.087, 0.098, 0.110, 0.106, 0.105, 0.104, 0.097, 0.095, 0.082, 0.702, -0.358, -0.700, 0.067, -0.210, 0.083, 0.083, 0.181, -1.226, 0.001, 0.193, 0.006, -0.166, -0.082, -0.167, -0.080, -0.186, -0.152, -0.154, -0.082, -0.166, -0.159, 0.135, 0.111, 0.127, 0.126, 0.125, 0.105, 0.128, 0.114, 0.130, 0.126, 0.126, 0.133]}